Computed, not measured: a molecular structure, C15H29F4N4O7Si2 at a distorted geometry, with ωB97M-V with the def2-TZVPD basis set.

CARTESIAN COORDINATES (ANGSTROEM)
C 2.571 0.302 0.539
C 1.307 0.777 -0.247
O 0.978 2.154 0.071
C -0.043 2.583 -0.782
O 0.230 3.386 -1.614
C -1.454 1.996 -0.516
C -2.379 1.984 -1.781
C -2.423 0.625 -2.574
Si -3.195 -0.831 -1.649
C -1.883 -1.818 -0.673
C -0.863 -2.599 -1.597
N 0.509 -2.493 -0.997
N -0.880 -2.189 -3.010
N -1.183 -4.056 -1.584
O -3.924 -2.007 -2.721
C -4.464 -2.970 -1.981
N -5.085 -3.777 -1.476
O -4.400 -0.401 -0.532
Si -5.731 0.409 -1.212
C -7.404 -0.053 -0.398
C -7.671 -1.558 -0.613
O -7.908 -2.253 0.294
F -7.648 -1.976 -1.917
H 2.335 0.200 1.619
H 2.792 -0.737 0.172
H 3.463 0.918 0.329
H 0.484 0.065 -0.005
H 1.480 0.762 -1.360
H -1.938 2.683 0.227
H -1.350 1.020 0.003
H -1.949 2.744 -2.483
H -3.371 2.378 -1.476
H -2.972 0.794 -3.538
H -1.367 0.387 -2.858
H -2.462 -2.598 -0.109
H -1.365 -1.208 0.100
H 1.038 -1.735 -1.424
H 0.452 -2.376 0.012
H -0.176 -1.454 -3.145
H -0.483 -2.983 -3.523
H -0.319 -4.483 -1.941
H -1.182 -4.323 -0.594
H -5.792 0.331 -2.683
H -5.539 1.848 -0.907
H -7.330 0.244 0.667
H -8.167 0.607 -0.880
C 7.615 1.434 4.708
C 6.628 2.541 4.366
O 6.360 2.675 2.988
C 5.399 1.761 2.366
O 4.271 1.711 3.018
C 6.002 0.342 2.085
F 7.309 0.416 1.700
F 5.357 -0.260 1.054
F 5.961 -0.519 3.119
H 8.429 1.393 3.981
H 8.036 1.596 5.705
H 7.130 0.460 4.725
H 7.091 3.491 4.657
H 5.712 2.458 4.960
H 5.362 2.186 1.337

LUMO   0.0678 Ha
HOMO   -3.88 eV
Gap between HOMO and LUMO   5.725 eV
Charge   -1
E_tot   -62947.2690 eV
Largest force on an atom   3.7 eV/Å

---

Computed, not measured: 3 unconnected molecules or ions with the total composition C15H29FO9S, with ωB97M-V with the def2-TZVPD basis set.

CARTESIAN COORDINATES (ANGSTROEM)
C 0.968 -0.157 2.043
C 0.542 -1.374 1.281
O 0.639 -1.517 0.092
O 0.012 -2.326 2.083
C -0.846 -3.266 1.418
C -2.103 -2.596 0.863
C -3.423 -3.286 1.267
C -4.497 -2.282 1.694
C -4.891 -1.332 0.570
O -5.095 0.005 1.109
S -4.381 1.236 0.447
O -4.287 1.049 -0.979
O -2.761 0.826 0.859
F -2.672 1.150 2.244
H 1.887 -0.362 2.592
H 0.208 0.114 2.773
H 1.135 0.662 1.351
H -0.279 -3.733 0.612
H -1.073 -4.035 2.152
H -2.129 -1.556 1.196
H -2.035 -2.567 -0.224
H -3.815 -3.843 0.412
H -3.271 -3.983 2.092
H -5.376 -2.811 2.063
H -4.123 -1.682 2.527
H -4.162 -1.313 -0.239
H -5.843 -1.616 0.126
O 6.941 -0.162 -1.989
C 6.220 -1.120 -1.956
O 5.046 -1.064 -2.617
C 4.164 -2.188 -2.726
C 3.294 -2.370 -1.501
C 6.577 -2.353 -1.156
H 4.729 -3.089 -2.973
H 3.544 -1.958 -3.592
H 3.890 -2.576 -0.611
H 2.602 -3.199 -1.648
H 2.712 -1.471 -1.307
H 6.366 -2.147 -0.107
H 7.645 -2.521 -1.267
H 6.049 -3.255 -1.450
O 0.688 3.341 1.303
C 0.062 3.894 0.442
O 0.725 4.701 -0.411
C 0.097 5.329 -1.533
C -0.641 6.594 -1.148
C -1.436 3.746 0.332
H -0.545 4.620 -2.058
H 0.922 5.568 -2.202
H -1.457 6.392 -0.453
H -1.059 7.071 -2.035
H 0.042 7.293 -0.664
H -1.892 4.382 1.092
H -1.697 2.713 0.541
H -1.847 4.011 -0.639

LUMO   0.0053 Ha
HOMO   -9.94 eV
Gap between HOMO and LUMO   10.086 eV
E_tot   -48001.5271 eV
Largest force on an atom   0.6 eV/Å
Relative energy (zero: lowest compared OMol25 entry of this formula, charge and spin)   3.526 eV

---

Computed, not measured: a molecular structure, C15H29IrN5O, with ωB97M-V with the def2-TZVPD basis set.

CARTESIAN COORDINATES (ANGSTROEM)
Ir -0.156 0.218 0.015
C 2.108 0.424 -1.816
C 0.990 1.040 -2.656
N -0.228 1.291 -1.808
C -1.539 0.996 -2.453
C -2.561 0.764 -1.359
N -2.054 -0.306 -0.438
C -2.934 -0.502 0.753
C -2.438 -1.632 1.644
C -1.217 -1.265 2.475
N 0.030 -1.081 1.672
C 0.700 -2.343 1.195
C 0.426 -2.633 -0.272
N 0.563 -1.373 -1.069
C 1.952 -1.076 -1.564
H 3.078 0.608 -2.281
H 2.162 0.964 -0.853
H 1.313 1.979 -3.101
H 0.704 0.380 -3.477
H -0.216 2.267 -1.510
H -1.856 1.809 -3.107
H -1.423 0.110 -3.082
H -2.679 1.663 -0.753
H -3.538 0.483 -1.754
H -2.041 -1.196 -0.942
H -2.958 0.446 1.293
H -3.940 -0.707 0.382
H -3.242 -1.885 2.337
H -2.270 -2.541 1.059
H -1.396 -0.317 2.986
H -1.031 -2.019 3.242
H 0.693 -0.650 2.312
H 1.771 -2.209 1.347
H 0.392 -3.187 1.813
H 1.127 -3.384 -0.638
H -0.578 -3.028 -0.430
H -0.007 -1.475 -1.908
H 2.668 -1.412 -0.815
H 2.117 -1.660 -2.470
O -0.551 2.040 0.879
N -0.761 2.526 2.122
C 0.141 2.317 3.099
C -0.045 2.875 4.342
C -1.166 3.663 4.576
C -2.069 3.876 3.544
C -1.846 3.296 2.314
H 1.008 1.733 2.825
H 0.698 2.708 5.110
H -1.325 4.115 5.546
H -2.943 4.499 3.677
H -2.486 3.433 1.456

LUMO   -0.3971 Ha
HOMO   -19.23 eV
Gap between HOMO and LUMO   8.421 eV
Charge   +3
E_tot   -28335.7370 eV
Largest force on an atom   0.7 eV/Å
Relative energy (zero: lowest compared OMol25 entry of this formula, charge and spin)   0.000 eV

---

Computed, not measured: a single C15H29N3O3 molecule, with ωB97M-V with the def2-TZVPD basis set.

CARTESIAN COORDINATES (ANGSTROEM)
C -3.047 -2.259 -1.120
H -2.167 -2.112 -0.480
O -4.088 -2.888 -0.406
C -4.496 -2.219 0.755
C -5.225 -0.880 0.500
N -4.389 0.279 0.718
C -3.945 1.080 -0.278
O -4.204 0.878 -1.448
C -3.043 2.227 0.183
N -1.629 1.897 0.168
C -1.130 1.564 -1.156
C 0.395 1.543 -1.136
H 0.773 1.302 -2.129
H 0.760 2.533 -0.851
C 0.884 0.514 -0.119
N 2.328 0.488 -0.059
C 3.049 -0.654 -0.135
O 2.525 -1.740 -0.271
C 4.570 -0.459 -0.041
C 5.238 -1.829 -0.164
H 4.895 -2.486 0.631
H 6.319 -1.732 -0.101
H 4.977 -2.290 -1.113
C 5.045 0.443 -1.186
H 6.131 0.509 -1.176
H 4.736 0.029 -2.144
H 4.644 1.451 -1.104
C 4.927 0.161 1.314
H 4.519 1.164 1.424
H 4.542 -0.456 2.124
H 6.008 0.225 1.416
H 2.792 1.369 0.086
C 0.276 0.841 1.246
C -1.246 0.888 1.136
H -1.615 -0.116 0.860
H -1.672 1.159 2.107
H 0.573 0.089 1.978
H 0.638 1.816 1.579
H 0.580 -0.493 -0.425
H -1.503 0.587 -1.503
H -1.484 2.325 -1.854
H -3.193 3.065 -0.503
H -3.311 2.546 1.195
H -4.124 0.480 1.669
H -6.098 -0.809 1.154
H -5.557 -0.847 -0.540
H -5.177 -2.916 1.248
H -3.633 -2.041 1.420
H -3.360 -1.297 -1.537
H -2.788 -2.933 -1.933

LUMO   0.0229 Ha
HOMO   -8.67 eV
SMILES string   COCCNC(=O)CN1CCC(NC(=O)C(C)(C)C)CC1
Gap between HOMO and LUMO   9.296 eV
E_tot   -26639.2281 eV
Largest force on an atom   0.5 eV/Å
Relative energy (zero: lowest compared OMol25 entry of this formula, charge and spin)   0.847 eV

---

Computed, not measured: 2 unconnected molecules or ions with the total composition C15H29NO5 at a distorted geometry, with ωB97M-V with the def2-TZVPD basis set.

CARTESIAN COORDINATES (ANGSTROEM)
C 2.000 -0.518 -2.921
C 0.500 -0.325 -3.033
O -0.222 -1.052 -2.385
O 0.026 0.659 -3.861
C 0.550 1.895 -3.397
C -0.587 2.791 -2.877
C 0.013 3.773 -1.876
C -0.775 3.759 -0.549
C -1.249 2.363 -0.135
C -0.218 1.270 0.018
C -0.947 -0.053 0.352
C -0.994 -0.366 1.836
C 0.298 -0.991 2.311
C 0.843 -2.186 1.501
C 1.479 -3.140 2.549
N 1.297 -2.427 3.870
C 0.012 -1.673 3.658
H 2.221 -0.653 -1.873
H 2.330 -1.376 -3.486
H 2.552 0.346 -3.266
H 1.258 1.749 -2.596
H 1.010 2.438 -4.214
H -1.387 2.214 -2.447
H -0.960 3.300 -3.755
H 0.002 4.784 -2.266
H 1.059 3.557 -1.681
H -1.621 4.435 -0.567
H -0.112 4.160 0.216
H -1.998 2.035 -0.840
H -1.749 2.474 0.827
H 0.255 1.100 -0.944
H 0.580 1.509 0.718
H -1.939 -0.022 -0.078
H -0.416 -0.838 -0.174
H -1.797 -1.068 2.034
H -1.198 0.559 2.364
H 1.103 -0.301 2.558
H 0.082 -2.772 1.008
H 1.665 -1.919 0.858
H 1.077 -4.139 2.629
H 2.545 -3.311 2.456
H 1.223 -3.056 4.665
H 2.118 -1.849 4.026
H -0.156 -1.059 4.529
H -0.706 -2.467 3.492
C -2.164 -2.942 0.302
O -2.199 -1.714 0.612
O -1.521 -3.167 -0.944
O -2.545 -3.934 0.920
H -1.356 -2.237 -1.144

LUMO   -0.0267 Ha
HOMO   -7.13 eV
Gap between HOMO and LUMO   6.407 eV
E_tot   -27749.2608 eV
Largest force on an atom   6.3 eV/Å
Relative energy (zero: lowest compared OMol25 entry of this formula, charge and spin)   2.983 eV

---

Computed, not measured: a molecular structure, C15H30BrCaN5O3S at a distorted geometry, with ωB97M-V with the def2-TZVPD basis set.

CARTESIAN COORDINATES (ANGSTROEM)
Ca -0.247 0.490 0.374
C -0.085 -2.963 1.711
C 1.232 -2.416 2.225
N 2.126 -1.768 1.276
C 2.520 -2.194 -0.086
C 1.506 -2.768 -1.068
S 0.093 -1.718 -1.559
C -1.338 -2.742 -1.084
C -1.968 -2.371 0.268
N -0.965 -1.888 1.224
H 0.068 -3.681 0.913
H -0.536 -3.514 2.537
H 1.002 -1.601 2.924
H 1.788 -3.171 2.780
H 2.993 -1.572 1.772
H 2.985 -1.307 -0.517
H 3.303 -2.946 0.031
H 2.067 -2.952 -1.982
H 1.121 -3.731 -0.748
H -2.072 -2.620 -1.878
H -1.018 -3.782 -1.120
H -2.699 -1.572 0.121
H -2.513 -3.241 0.644
H -1.447 -1.488 2.023
O 5.170 3.575 -2.705
C 4.161 2.800 -2.328
C 3.909 1.523 -2.836
C 2.821 0.826 -2.358
N 1.983 1.292 -1.424
C 2.249 2.508 -0.976
Br 0.999 3.171 0.302
C 3.294 3.308 -1.358
H 5.714 3.172 -3.391
H 4.545 1.093 -3.600
H 2.593 -0.158 -2.754
H 3.454 4.295 -0.947
N -1.824 1.007 -1.365
C -3.201 1.427 -0.962
C -3.156 2.600 0.029
C -3.774 2.302 1.399
C -3.135 1.148 2.166
N -1.650 1.257 2.195
H -1.411 1.790 -1.870
H -1.910 0.282 -2.071
H -3.695 0.565 -0.510
H -3.790 1.702 -1.835
H -3.680 3.457 -0.393
H -2.115 2.919 0.156
H -4.836 2.078 1.277
H -3.713 3.206 2.010
H -3.398 0.190 1.706
H -3.552 1.140 3.172
H -1.294 0.761 3.008
H -1.412 2.229 2.391
O 1.743 -0.200 1.044
O 0.996 0.250 2.046

LUMO   -0.1993 Ha
HOMO   -15.05 eV
Gap between HOMO and LUMO   9.626 eV
Charge   +2
E_tot   -128936.6693 eV
Largest force on an atom   2.0 eV/Å
Relative energy (zero: lowest compared OMol25 entry of this formula, charge and spin)   0.910 eV

---

Computed, not measured: 8 unconnected molecules or ions with the total composition C15H30Cl6F6O12P at a distorted geometry, with ωB97M-V with the def2-TZVPD basis set.

CARTESIAN COORDINATES (ANGSTROEM)
P -0.039 -0.378 -2.086
F -0.324 0.712 -0.944
F 0.380 0.837 -3.127
F 1.549 -0.318 -1.588
F 0.215 -1.335 -3.347
F -0.174 -1.604 -1.053
F -1.616 -0.473 -2.479
C 3.815 -2.415 -0.524
O 4.028 -3.640 0.210
C 3.068 -4.534 0.329
O 3.108 -5.420 1.130
O 2.166 -4.472 -0.671
C 0.799 -4.757 -0.422
H 4.716 -1.818 -0.438
H 2.954 -1.894 -0.107
H 3.566 -2.660 -1.554
H 0.416 -4.122 0.374
H 0.713 -5.806 -0.127
H 0.187 -4.619 -1.309
C 0.228 3.310 1.330
O 0.666 2.651 2.494
C 0.578 3.382 3.651
O 0.215 4.514 3.751
O 1.158 2.635 4.564
C 1.513 3.187 5.814
H -0.778 3.738 1.314
H 0.301 2.637 0.479
H 0.808 4.187 1.018
H 0.933 2.800 6.653
H 1.371 4.267 5.767
H 2.541 2.938 6.073
C 1.742 -3.163 6.016
O 1.022 -3.004 4.797
C 1.520 -3.554 3.687
O 2.266 -4.478 3.596
O 1.058 -2.966 2.562
C 0.105 -1.902 2.637
H 2.562 -2.447 6.042
H 2.053 -4.203 6.099
H 1.091 -2.914 6.852
H 0.282 -1.184 3.435
H -0.927 -2.229 2.541
H 0.344 -1.297 1.758
C -3.456 7.293 -2.564
O -3.336 5.928 -2.894
C -2.214 5.324 -2.547
O -1.133 5.827 -2.393
O -2.485 4.032 -2.296
C -1.360 3.190 -2.094
H -4.046 7.844 -3.293
H -2.472 7.741 -2.425
H -3.956 7.483 -1.609
H -0.450 3.499 -2.609
H -1.591 2.171 -2.376
H -1.090 3.261 -1.039
C -2.474 -0.549 0.935
Cl -2.617 0.626 2.262
Cl -3.596 -1.889 1.121
H -2.758 -0.040 0.018
H -1.471 -0.923 0.772
C 0.422 -0.002 -6.440
Cl -0.554 -1.494 -6.598
Cl 1.565 0.335 -7.756
H -0.300 0.804 -6.455
H 1.027 -0.110 -5.549
C -2.631 -3.656 -3.923
Cl -4.241 -3.028 -4.386
Cl -2.660 -5.021 -2.759
H -2.158 -4.044 -4.816
H -2.149 -2.791 -3.480

LUMO   0.0778 Ha
HOMO   -7.72 eV
Gap between HOMO and LUMO   9.838 eV
Charge   -1
E_tot   -141348.0016 eV
Largest force on an atom   2.5 eV/Å
Relative energy (zero: lowest compared OMol25 entry of this formula, charge and spin)   0.000 eV

---

Computed, not measured: a single C15H30N4O2S molecule, with ωB97M-V with the def2-TZVPD basis set.

CARTESIAN COORDINATES (ANGSTROEM)
S -0.126 -1.812 1.805
C -0.361 -1.114 0.318
N -1.208 -1.606 -0.606
H -1.448 -0.993 -1.371
C -2.178 -2.633 -0.320
H -1.879 -3.103 0.621
C -3.603 -2.089 -0.206
C -3.730 -1.031 0.892
N -3.139 0.238 0.494
C -4.038 1.042 -0.316
C -3.303 2.300 -0.779
O -2.851 3.063 0.310
C -2.006 2.291 1.135
C -2.703 1.028 1.635
H -1.998 0.438 2.223
H -3.555 1.313 2.277
H -1.728 2.933 1.973
H -1.103 2.003 0.578
H -3.968 2.946 -1.355
H -2.446 2.007 -1.409
H -4.360 0.469 -1.188
H -4.935 1.341 0.255
H -3.198 -1.388 1.776
H -4.792 -0.907 1.165
H -4.268 -2.922 0.025
H -3.912 -1.670 -1.166
H -2.135 -3.384 -1.118
N 0.354 -0.003 0.011
H 1.101 0.171 0.673
C 0.681 0.433 -1.328
C 1.565 -0.570 -2.090
H 2.053 -0.048 -2.913
H 0.954 -1.368 -2.515
C 2.601 -1.219 -1.162
N 3.202 -0.249 -0.263
C 3.744 -0.860 0.942
H 2.958 -1.436 1.437
C 4.229 0.244 1.880
O 5.208 1.050 1.267
C 4.705 1.624 0.086
C 4.232 0.554 -0.899
H 3.819 1.035 -1.787
H 5.094 -0.066 -1.201
H 5.519 2.211 -0.343
H 3.861 2.291 0.325
H 4.694 -0.183 2.769
H 3.372 0.866 2.183
H 4.586 -1.534 0.710
H 3.358 -1.744 -1.769
H 2.097 -1.968 -0.547
H -0.234 0.632 -1.895
H 1.218 1.376 -1.218

LUMO   0.0232 Ha
HOMO   -8.06 eV
SMILES string   S=C(NCCCN1CCOCC1)NCCCN1CCOCC1
Gap between HOMO and LUMO   8.695 eV
E_tot   -36932.2238 eV
Largest force on an atom   1.0 eV/Å
Relative energy (zero: lowest compared OMol25 entry of this formula, charge and spin)   0.000 eV

---

Q: Among the records above, which one has the lowest largest force on an atom?
A: C15H29N3O3